C37H29CuN10O3 | ωB97M-V/def2-TZVPD

As for the spin multiplicity: 2. The total energy comes out at -3840.9402 Eh. Its charge is +1. As for the expectation value of S²: 0.754. As for the HOMO energy (spin up / spin down): -0.3723 / -0.3709 Ha. As for the LUMO energy (spin up / spin down): -3.32 / -3.69 eV. Its gap between HOMO and LUMO (spin up / spin down) is 0.250 / 0.235 Eh. For the molecular weight, the calculation gives 725.25 g/mol.

XYZ file:
```
80
Properties=species:S:1:pos:R:3:forces:R:3:mulliken_spin:R:1
Cu -1.1422 0.3264 -1.5502 -0.21 0.33 -0.28 0.7043
C -4.2865 -0.1794 -0.5094 -0.11 -0.11 0.14 0.0006
O -3.3383 0.6340 -1.1874 0.37 -0.09 -0.20 -0.0004
C -3.6221 1.9804 -1.3029 0.02 0.32 -0.05 -0.0215
C -4.8788 2.5093 -1.0625 -0.12 -0.12 0.05 0.0016
C -5.1018 3.8694 -1.2165 0.04 0.04 -0.03 0.0012
C -4.0662 4.7051 -1.6030 -0.04 -0.01 0.00 0.0000
C -2.8079 4.1810 -1.8329 0.06 -0.14 0.00 0.0139
C -2.5678 2.8157 -1.6889 -0.33 0.41 -0.02 0.0100
N -1.3060 2.2321 -1.9113 0.74 -0.93 0.01 0.1082
N -0.3341 3.0134 -2.1235 -0.60 0.80 -0.08 0.0086
C 0.9449 2.6851 -2.2685 0.28 -0.82 0.10 -0.0027
C 1.4543 1.3339 -2.1943 0.08 0.72 -0.13 0.0056
O 0.7287 0.3000 -2.0370 -0.38 -0.27 0.13 0.1178
C 2.8705 1.1529 -2.3057 0.11 -0.20 0.00 0.0183
C 3.7157 2.1954 -2.4620 -0.14 -0.06 0.02 0.0001
C 3.2497 3.5431 -2.5604 -0.10 0.10 -0.01 -0.0024
C 4.1500 4.6060 -2.7406 -0.04 0.02 -0.01 -0.0008
C 3.6899 5.8919 -2.8807 0.15 0.02 -0.02 0.0001
C 2.3163 6.1422 -2.8354 -0.10 -0.06 0.01 -0.0001
C 1.4203 5.1160 -2.6344 0.00 0.03 0.02 -0.0024
C 1.8662 3.7948 -2.4899 0.10 0.03 0.01 -0.0016
H -4.5444 0.2490 0.4614 0.03 0.04 -0.03 -0.0004
H -3.8186 -1.1489 -0.3608 0.01 0.02 0.00 0.0032
H -5.1938 -0.3052 -1.1021 0.03 0.02 -0.03 0.0008
H -5.6988 1.8734 -0.7593 0.03 0.00 -0.03 -0.0002
H -6.0909 4.2688 -1.0402 0.00 -0.01 0.02 0.0001
H -4.2388 5.7649 -1.7307 0.01 0.00 0.02 0.0002
H -1.9865 4.8162 -2.1280 0.00 0.01 -0.02 -0.0008
H 3.2382 0.1365 -2.2425 -0.02 0.01 0.00 0.0009
H 4.7818 2.0124 -2.5261 0.01 0.02 0.01 -0.0001
H 5.2118 4.3933 -2.7655 0.00 0.00 -0.04 0.0001
H 4.3851 6.7071 -3.0311 -0.01 -0.01 0.01 0.0000
H 1.9510 7.1532 -2.9609 0.00 0.00 0.02 0.0001
H 0.3606 5.3175 -2.5867 0.01 0.03 -0.03 0.0020
C -1.8401 0.3957 4.0666 0.20 -0.16 0.31 0.0000
N -1.4932 0.8537 2.7308 -0.26 -0.22 -0.24 0.0004
C -1.5234 0.1651 1.5864 0.16 0.14 0.07 -0.0002
N -1.0002 0.8915 0.6156 -0.22 -0.35 0.02 -0.0033
C -0.6758 2.0588 1.2356 0.02 -0.14 -0.02 0.0000
N -0.9595 2.0658 2.5156 0.21 0.19 0.09 -0.0002
C -0.6838 -0.3259 4.7360 -0.03 0.05 -0.08 0.0000
C -0.2741 0.0085 6.0190 -0.06 -0.02 -0.07 0.0000
C 0.7893 -0.6640 6.6094 -0.02 0.06 0.06 0.0000
C 1.4729 -1.6510 5.9228 0.05 -0.07 0.00 0.0000
C 1.0738 -1.9820 4.6302 -0.33 0.23 -0.10 0.0000
C -0.0135 -1.3313 4.0566 0.08 -0.06 0.05 -0.0001
C 1.8144 -2.9480 3.8348 0.57 -0.42 -0.06 0.0000
N 2.9109 -3.5650 4.1319 -0.30 0.36 0.40 0.0000
N 3.2741 -4.2925 3.0332 -0.06 -0.21 -0.54 0.0000
C 2.3782 -4.0780 2.1236 0.39 0.00 0.63 0.0000
O 1.4140 -3.2371 2.5674 -0.29 0.12 -0.22 0.0000
C 2.3726 -4.6029 0.7655 -0.11 -0.02 -0.26 0.0000
C 3.5289 -5.2259 0.2954 -0.06 0.04 0.05 0.0001
C 3.5627 -5.7141 -0.9964 0.02 -0.02 0.00 0.0000
C 2.4561 -5.5827 -1.8232 -0.02 -0.01 -0.05 0.0000
C 1.2964 -4.9724 -1.3624 -0.03 0.08 0.00 0.0000
C 0.0914 -4.9285 -2.2751 0.20 -0.31 -0.03 0.0001
N -0.6942 -3.7062 -2.1759 0.17 0.33 0.19 -0.0002
C -0.2864 -2.4554 -1.9697 -0.05 -0.16 -0.15 0.0003
N -1.3406 -1.6502 -2.0059 0.11 0.31 0.39 0.0400
C -2.3879 -2.4868 -2.2473 0.12 0.00 -0.01 -0.0051
N -2.0283 -3.7383 -2.3500 -0.18 -0.11 -0.11 0.0022
C 1.2583 -4.4844 -0.0611 0.01 0.03 0.09 0.0000
H -2.7025 -0.2664 3.9799 -0.03 0.04 -0.04 0.0000
H -2.1265 1.2669 4.6494 -0.05 0.04 -0.07 0.0000
H -1.9126 -0.8345 1.4780 -0.02 0.00 0.13 -0.0004
H -0.2236 2.8948 0.7273 -0.03 0.03 0.03 0.0000
H -0.7842 0.7966 6.5592 0.02 0.01 0.01 0.0000
H 1.0948 -0.3927 7.6109 0.02 -0.03 0.00 0.0000
H 2.3142 -2.1619 6.3707 0.01 0.01 -0.02 0.0000
H -0.3114 -1.6173 3.0580 0.00 0.03 -0.06 0.0002
H 4.3824 -5.3093 0.9536 0.02 -0.01 -0.01 0.0000
H 4.4583 -6.1916 -1.3697 0.00 -0.01 0.01 0.0000
H 2.4968 -5.9710 -2.8340 -0.01 0.03 -0.01 0.0000
H -0.5907 -5.7469 -2.0480 -0.08 0.07 0.02 0.0001
H 0.4127 -5.0550 -3.3093 -0.04 0.03 -0.01 0.0000
H 0.7335 -2.1403 -1.8234 -0.01 -0.04 0.04 0.0027
H -3.4066 -2.1611 -2.3674 0.01 -0.01 0.00 -0.0008
H 0.3615 -4.0140 0.3253 0.00 -0.01 0.00 -0.0001
```
Forces are in eV/Å.

***

C2H4F3N | ωB97M-V/def2-TZVPD

As for the spin multiplicity: 1. The total energy comes out at -432.9757 Eh. The energy above the lowest of the compared OMol25 structures with the same formula, charge and spin is 0.0 kcal/mol. Its SMILES is NCC(F)(F)F. As for the HOMO energy: -0.3795 Ha. As for the LUMO energy: 0.98 eV. Its gap between HOMO and LUMO is 0.416 Eh. For the molecular weight, the calculation gives 99.06 g/mol.

XYZ file:
```
10
Properties=species:S:1:pos:R:3:forces:R:3:mulliken_charge:R:1
N -2.0787 -0.0190 0.0436 -0.87 1.34 1.50 -0.5774
C -0.9056 -0.6394 -0.4569 0.41 -0.39 -1.15 -0.6888
C 0.4106 -0.0309 -0.0466 1.85 0.88 0.99 0.8540
F 0.4655 1.2814 -0.3961 -0.09 -0.48 0.06 -0.2656
F 0.5957 -0.0811 1.3064 -0.71 0.16 -0.33 -0.2678
F 1.5714 -0.5968 -0.5056 -1.37 0.03 -0.51 -0.2641
H -2.0859 0.0874 1.0721 0.13 -0.43 -0.78 0.2584
H -2.2227 0.9353 -0.2946 0.24 -0.48 -0.19 0.2635
H -0.8851 -1.6685 -0.1498 0.07 -0.59 0.15 0.3386
H -0.9786 -0.6307 -1.5547 0.34 -0.04 0.27 0.3493
```
Forces are in eV/Å.

***

C27H40N2O4 | ωB97M-V/def2-TZVPD

As for the spin multiplicity: 1. The total energy comes out at -1463.3178 Eh. The energy above the lowest of the compared OMol25 structures with the same formula, charge and spin is 0.0 kcal/mol. Its SMILES is O=C(C1=C[C@@H](C2CCCCC2)C[C@@H](OCCCCO)O1)N1CCN(Cc2ccccc2)CC1. As for the HOMO energy: -0.3173 Ha. As for the LUMO energy: 0.78 eV. Its gap between HOMO and LUMO is 0.346 Eh. For the molecular weight, the calculation gives 456.63 g/mol.

XYZ file:
```
73
Properties=species:S:1:pos:R:3:forces:R:3:mulliken_charge:R:1
O 0.1318 0.7278 -4.1586 -0.02 0.18 -0.11 -0.7016
C 0.0595 0.3312 -3.0078 -0.21 0.10 -0.02 0.4125
C -0.5846 1.1810 -1.9442 -0.15 0.30 -0.18 0.2973
C -1.7954 1.7060 -2.0990 0.20 0.04 0.23 -1.0227
C -2.4658 2.5281 -1.0360 -0.02 -0.08 0.04 0.8437
C -3.9744 2.2178 -0.9853 0.29 0.03 0.34 -0.2070
C -4.7185 3.1127 0.0066 -0.15 0.03 -0.39 -0.9330
C -6.2225 2.8678 -0.0879 0.07 -0.05 0.33 -0.7780
C -6.5441 1.4017 0.1857 -0.12 0.06 -0.31 -0.6081
C -5.7827 0.4983 -0.7798 0.07 -0.10 0.31 -0.9295
C -4.2813 0.7522 -0.6732 -0.16 0.09 -0.37 -0.6921
C -1.7350 2.2834 0.2861 0.32 0.12 -0.23 -0.7517
C -0.2283 2.3747 0.0656 -0.52 0.58 0.16 -0.5327
O 0.4079 2.1301 1.2793 -0.11 -0.16 0.00 -0.4187
C 1.8182 2.3344 1.2626 0.41 0.23 0.08 -0.3324
C 2.4216 1.8883 2.5921 -0.10 -0.17 -0.37 -0.9299
C 2.6325 0.3764 2.7368 -0.42 0.03 0.14 -0.0213
C 1.3687 -0.4175 3.0851 0.44 -0.07 0.32 -0.7370
O 0.4674 -0.5573 2.0206 -0.29 0.17 -0.47 -0.5697
O 0.2313 1.4138 -0.8655 0.05 -0.25 -0.10 -0.1052
N 0.5010 -0.8799 -2.6207 0.10 -0.30 -0.04 0.1582
C 0.4677 -1.4246 -1.2854 0.14 0.09 0.54 -1.5888
C 1.8835 -1.4384 -0.7205 -0.33 -0.20 0.12 -0.1080
N 2.7258 -2.2667 -1.5652 0.10 0.04 -0.05 0.3111
C 4.0609 -2.4185 -1.0094 -0.02 -0.01 -0.12 -0.9813
C 4.0101 -3.0615 0.3496 0.13 0.02 0.04 0.3001
C 4.6672 -2.5013 1.4355 0.00 -0.01 -0.13 -0.2353
C 4.5936 -3.0942 2.6846 0.03 -0.01 0.13 -0.6293
C 3.8581 -4.2525 2.8602 0.02 0.00 0.14 -0.4349
C 3.2011 -4.8196 1.7801 -0.05 -0.08 -0.02 -0.6356
C 3.2787 -4.2293 0.5329 0.05 0.01 0.00 -0.1352
C 2.7596 -1.7300 -2.9141 -0.16 -0.13 -0.16 -0.5291
C 1.3447 -1.6653 -3.4946 0.34 0.11 -0.35 -1.2274
H -2.3315 1.5093 -3.0122 0.01 -0.10 -0.22 0.5446
H -2.3655 3.5912 -1.2980 -0.03 -0.04 0.03 0.3248
H -4.3646 2.4326 -1.9877 -0.02 0.00 -0.03 0.5005
H -4.3852 2.8935 1.0226 0.07 0.02 0.10 0.3280
H -4.5010 4.1629 -0.2020 0.08 0.06 0.06 0.3587
H -6.7473 3.5039 0.6282 -0.05 0.05 -0.06 0.3769
H -6.5706 3.1340 -1.0887 -0.05 0.06 -0.05 0.3680
H -7.6182 1.2320 0.0870 -0.02 -0.03 0.09 0.3426
H -6.2593 1.1549 1.2111 -0.03 -0.03 0.09 0.3174
H -5.9976 -0.5488 -0.5569 -0.03 -0.02 -0.08 0.3589
H -6.1145 0.6972 -1.8015 -0.03 -0.04 -0.08 0.3826
H -3.7408 0.1036 -1.3656 0.06 -0.06 0.06 0.3867
H -3.9577 0.5095 0.3404 0.08 -0.05 0.07 0.2505
H -2.0130 3.0132 1.0447 0.01 -0.01 0.05 0.4601
H -1.9467 1.2827 0.6637 -0.03 -0.06 0.06 0.2071
H 0.0479 3.3796 -0.3131 0.01 -0.26 0.06 0.5212
H 2.2617 1.7758 0.4310 0.00 0.05 0.07 0.2068
H 2.0095 3.4053 1.1020 -0.05 -0.12 -0.01 0.3830
H 1.7802 2.2502 3.3979 0.05 0.12 0.09 0.2835
H 3.3911 2.3814 2.6853 -0.03 0.08 0.01 0.4434
H 3.0563 -0.0292 1.8166 0.10 -0.07 -0.03 -0.1359
H 3.3532 0.2069 3.5391 0.07 -0.05 0.01 0.4206
H 0.8725 0.0551 3.9475 0.09 -0.08 0.01 0.3914
H 1.6535 -1.4357 3.3681 0.00 0.11 0.07 0.3824
H 0.2871 0.3379 1.6855 -0.10 -0.15 0.04 0.4356
H -0.1904 -0.8548 -0.6359 -0.01 -0.07 -0.06 0.4366
H 0.1004 -2.4543 -1.3475 -0.01 0.06 0.05 0.3502
H 1.8638 -1.8501 0.2883 -0.02 0.11 -0.04 0.4168
H 2.2547 -0.3988 -0.6748 0.01 -0.02 0.06 -0.0093
H 4.5873 -1.4477 -0.9428 -0.01 -0.08 0.00 0.3708
H 4.6302 -3.0596 -1.6921 0.02 0.11 0.00 0.4437
H 5.2426 -1.5950 1.3054 0.03 0.10 -0.04 0.3644
H 5.1084 -2.6468 3.5225 0.04 0.03 0.07 0.3924
H 3.7958 -4.7123 3.8356 -0.01 -0.04 0.08 0.3926
H 2.6261 -5.7243 1.9132 -0.05 -0.07 0.01 0.4076
H 2.7619 -4.6577 -0.3121 -0.09 -0.05 -0.10 0.3923
H 3.3767 -2.3833 -3.5361 0.01 0.05 -0.01 0.4569
H 3.1988 -0.7149 -2.9346 -0.01 -0.05 0.00 0.3245
H 1.3532 -1.1928 -4.4779 -0.01 -0.12 0.10 0.5047
H 0.9322 -2.6757 -3.5725 0.03 0.04 -0.03 0.3685
```
Forces are in eV/Å.